Density functional theory data (ωB97M-V with the def2-TZVPD basis set) for C16H22F16FeO4 as an isolated structure in a non-equilibrium geometry.

Results
net charge = +1
spin multiplicity = 6
gap between HOMO and LUMO (spin up / spin down) = 11.390 / 8.235 eV

Each line ends with the natural charge from an NBO analysis.
Element x y z (Å)
C: -6.18880 0.36754 18.50708  -0.629
H: -2.53168 2.46376 13.40053  0.165
F: -1.82413 3.93733 14.54058  -0.291
H: -6.02604 6.75970 13.75792  0.217
C: -5.17700 1.28861 13.89029  -0.145
H: -4.41235 3.20029 19.23704  0.219
H: -3.87781 1.61495 18.61222  0.221
Fe: -6.68280 3.43751 16.10625  1.858
F: -6.98730 7.97558 17.32570  -0.333
C: -9.41175 3.51297 17.36988  0.863
F: -8.09069 -0.90455 13.71414  -0.301
F: -3.16295 2.12770 15.93059  -0.318
C: -6.01452 1.84262 18.54298  0.080
C: -3.84438 2.96990 15.08617  0.867
C: -6.89972 -0.41957 13.30873  0.516
C: -8.27337 5.53533 17.92521  -0.157
F: -7.03325 0.24524 12.12898  -0.329
O: -6.01653 2.36201 17.25692  -0.842
H: -4.73907 1.81573 20.15104  0.218
C: -6.84077 5.92591 18.28806  0.620
F: -9.11657 2.50903 16.43483  -0.343
C: -9.80166 2.73338 18.56474  0.493
C: -6.43012 0.60389 14.32277  0.606
C: -6.60194 7.38592 18.51977  0.516
H: -5.15793 1.49670 12.82416  0.240
H: -7.15298 -0.05189 18.21005  0.215
C: -8.46112 6.41217 14.40223  -0.620
F: -6.00940 5.58419 17.21033  -0.358
H: -6.20161 -1.24418 13.13106  0.160
C: -7.59998 5.34337 13.84223  0.085
F: -6.30857 -0.06060 15.48599  -0.308
H: -7.93597 7.08171 15.06806  0.214
O: -7.11460 4.58316 14.91242  -0.833
C: -2.87255 3.31334 13.98720  0.493
H: -8.64288 6.21705 17.17182  0.247
F: -7.44328 7.68883 19.49572  -0.303
O: -5.05049 2.49421 14.61717  -0.558
F: -11.04376 2.25472 18.30125  -0.298
H: -6.07643 0.08025 19.55893  0.223
H: -5.73342 5.40112 12.65262  0.225
F: -4.12508 4.04965 15.79298  -0.291
H: -9.06875 1.93183 18.78848  0.175
H: -6.98048 6.42371 12.22472  0.226
H: -9.28841 6.04280 14.99689  0.200
H: -6.80599 2.28052 19.15280  0.160
H: -8.92252 6.94220 13.56745  0.233
H: -4.33081 0.61589 14.08083  0.230
F: -9.79272 3.63485 19.62097  -0.335
H: -8.18061 4.66265 13.19157  0.185
C: -6.50147 6.01799 13.11249  -0.627
H: -8.89945 5.75246 18.79147  0.246
F: -6.38141 5.27477 19.32693  -0.294
C: -4.67854 2.15187 19.12193  -0.618
O: -8.22537 4.14700 17.64352  -0.564
F: -3.59931 4.21766 13.17585  -0.341
H: -5.49834 -0.17481 17.86152  0.224
F: -7.45267 1.47281 14.47842  -0.322
H: -5.55646 7.55608 18.77437  0.178
F: -10.37530 4.20609 16.87079  -0.259